94
Properties=species:S:1:pos:R:3 method="wB97M-V/def2-TZVPD" e_lumo_ev="-7.4 / -7.1" s_squared=2.043 multiplicity=3 gap_ha="0.203 / 0.227" charge=+2
W -1.024 0.280 0.482
C -0.928 2.682 -2.568
O -0.116 2.141 -1.515
C 0.977 2.854 -1.121
C 1.537 3.899 -1.844
C 2.632 4.577 -1.329
C 3.157 4.233 -0.090
C 2.591 3.200 0.634
C 1.508 2.492 0.116
N 0.917 1.386 0.841
N 1.702 0.961 1.756
C 1.387 0.020 2.677
C 0.062 -0.179 3.108
O -0.922 0.411 2.442
C -0.208 -0.893 4.292
C 0.822 -1.471 4.971
C 2.180 -1.327 4.568
C 3.221 -1.912 5.315
C 4.528 -1.696 4.967
C 4.830 -0.878 3.869
C 3.832 -0.309 3.114
C 2.486 -0.533 3.444
H -0.413 2.619 -3.527
H -1.183 3.720 -2.352
H -1.828 2.079 -2.597
H 1.131 4.186 -2.803
H 3.067 5.388 -1.896
H 3.996 4.777 0.319
H 2.976 2.943 1.610
H -1.233 -0.966 4.631
H 0.614 -2.046 5.866
H 2.972 -2.524 6.173
H 5.327 -2.142 5.544
H 5.865 -0.689 3.615
H 4.081 0.325 2.275
Cl -5.727 -1.101 1.078
C -5.169 0.515 0.978
C -6.085 1.589 1.018
C -5.650 2.884 0.967
Cl -6.784 4.173 1.045
C -4.262 3.182 0.866
C -3.691 4.468 0.897
C -2.326 4.594 0.875
C -1.520 3.455 0.770
N -2.018 2.230 0.675
C -3.382 2.093 0.779
C -3.829 0.775 0.860
O -2.864 -0.155 0.814
H -7.141 1.373 1.107
H -4.330 5.337 0.971
H -1.851 5.562 0.942
H -0.449 3.559 0.767
C 2.260 1.048 -3.829
O 2.694 -0.313 -3.860
C 1.961 -1.288 -3.332
O 2.316 -2.433 -3.435
C 0.732 -0.965 -2.533
C -0.545 -1.416 -2.949
As -0.647 -3.418 -3.287
C -2.536 -3.766 -3.612
C -0.555 -3.230 -1.255
C 0.714 -3.020 -0.780
As 1.071 -1.139 -0.605
C 2.943 -0.735 -0.356
C 1.785 -3.992 -1.163
O 1.535 -5.037 -1.696
O 3.001 -3.586 -0.797
C 4.070 -4.468 -1.204
C -1.680 -2.673 -0.521
O -2.854 -2.779 -0.678
O -1.227 -1.922 0.688
C -1.509 -2.636 1.925
C -1.654 -0.736 -2.421
O -1.601 0.122 -1.434
O -2.809 -0.900 -3.006
C -4.010 -0.331 -2.441
H 2.958 1.615 -3.215
H 1.253 1.129 -3.423
H 2.282 1.421 -4.851
H -2.767 -3.380 -4.605
H -3.225 -3.369 -2.879
H -2.612 -4.854 -3.642
H 3.279 -1.161 0.586
H 3.091 0.343 -0.370
H 3.475 -1.215 -1.175
H 4.982 -4.011 -0.834
H 4.084 -4.543 -2.289
H 3.924 -5.453 -0.767
H -2.266 -2.089 2.484
H -0.579 -2.722 2.480
H -1.885 -3.622 1.668
H -4.799 -0.624 -3.125
H -3.927 0.754 -2.405
H -4.186 -0.749 -1.455